[1]
Entry from OMol25: a cluster of 2 separate species, C18H28N3O7P in total at a distorted geometry (wB97M-V/def2-TZVPD).

Atoms and positions in Å:
1 O -3.03429 -3.17931 -3.81967
2 O 4.04135 -0.55356 3.92795
3 O -4.71680 0.95175 -5.58903
4 O 0.96540 -2.45731 4.13927
5 O 2.95696 0.32146 2.14799
6 O 0.38071 1.49562 1.24739
7 O 0.19572 -2.45624 6.45768
8 C -2.86665 -2.15018 -4.45342
9 C 3.04484 -0.02558 3.45280
10 C -3.50467 0.79296 -5.63038
11 C -1.08632 2.09617 -0.53699
12 C 0.63521 0.39678 -0.87601
13 C -1.50370 1.93359 -1.86924
14 C 0.20638 0.22697 -2.20820
15 C -0.01410 1.32846 -0.03912
16 C -0.86625 0.99492 -2.70560
17 N -2.90731 1.01311 -6.81228
18 N -2.97883 -0.97382 -3.83630
19 N 1.69996 -0.45074 5.63370
20 C -2.52879 -2.24905 -5.92537
21 C -1.50003 0.99768 -7.21741
22 C 2.53363 0.06922 6.71670
23 C 1.84896 0.32799 4.38511
24 C 2.77253 1.52092 6.30519
25 C 2.01708 1.72303 4.98535
26 C -1.31779 0.85853 -4.14849
27 C 2.81160 -3.10420 5.99433
28 C -2.77790 0.40586 -4.31768
29 P 1.40798 -2.14625 5.50648
30 H 3.77192 -0.00300 1.73904
31 H -0.23641 2.03545 1.73871
32 H -0.51644 -2.08989 5.91854
33 H -1.58020 2.81383 0.09909
34 H 1.44709 -0.19143 -0.47442
35 H -2.31280 2.54029 -2.25159
36 H 0.70041 -0.49610 -2.84248
37 H -3.57102 1.25980 -7.53163
38 H -3.21663 -1.06610 -2.86102
39 H -3.29744 -1.75768 -6.51606
40 H -2.50022 -3.30187 -6.20296
41 H -1.55216 -1.81385 -6.10148
42 H -1.44095 1.01525 -8.30698
43 H -0.98495 1.88107 -6.83653
44 H -0.99258 0.10100 -6.86873
45 H 3.48769 -0.46563 6.78846
46 H 2.01946 0.00304 7.68250
47 H 0.93564 0.27107 3.78261
48 H 2.41623 2.21601 7.07140
49 H 3.84388 1.68850 6.15516
50 H 1.02843 2.14510 5.19016
51 H 2.54715 2.40264 4.31031
52 H -0.66022 0.16029 -4.66579
53 H -1.20493 1.84321 -4.60122
54 H 2.85737 -3.15303 7.08202
55 H 2.70494 -4.10951 5.58516
56 H 3.71838 -2.64647 5.59878
57 H -3.32652 1.00925 -3.59578

## Properties
Charge: 0

---

[2]
Entry from OMol25: a cluster of 3 separate species, C18H28NO3S3 in total (wB97M-V/def2-TZVPD).

Atoms and positions in Å:
1 N 2.10316 -3.26121 0.46766
2 C 1.10975 -3.14133 -0.57553
3 C 1.07636 -1.72398 -1.16598
4 S -0.01036 -1.31589 -2.58381
5 S -0.32905 -3.02130 -3.72086
6 C -1.66584 -0.91375 -1.89514
7 C -2.72528 -2.00299 -1.73955
8 C -2.76826 -2.63983 -0.34094
9 C -3.51227 -3.97826 -0.25235
10 S -2.84139 -5.21258 -1.34189
11 O -1.42007 -5.26442 -1.13110
12 O -3.34867 -5.05204 -2.67911
13 O -3.51892 -6.50931 -0.70810
14 H 2.03205 -2.54124 1.17508
15 H 3.04742 -3.25705 0.10523
16 H 1.34508 -3.87042 -1.35026
17 H 0.13615 -3.42449 -0.18259
18 H 0.77428 -0.97718 -0.42562
19 H 2.06353 -1.44070 -1.53918
20 H 0.88851 -3.51964 -3.44790
21 H -2.00054 -0.12501 -2.56846
22 H -1.41698 -0.44613 -0.93860
23 H -2.64175 -2.74955 -2.52805
24 H -3.67781 -1.50018 -1.92326
25 H -3.29900 -1.95084 0.32056
26 H -1.76781 -2.75382 0.07673
27 H -3.43096 -4.39607 0.75015
28 H -4.57035 -3.88116 -0.49851
29 H -3.81262 -7.10296 -1.41718
30 C 2.78444 1.50571 -0.12538
31 C 3.46962 2.52290 0.52365
32 C 3.63554 3.75142 -0.10135
33 C 3.11960 3.96412 -1.37243
34 C 2.42829 2.94994 -2.02055
35 C 2.26094 1.72369 -1.39286
36 H 2.65918 0.54720 0.36629
37 H 3.86658 2.36297 1.51759
38 H 4.16593 4.54654 0.40622
39 H 3.25132 4.92274 -1.85643
40 H 2.02075 3.11728 -3.00902
41 H 1.72052 0.93394 -1.90195
42 C -0.92797 4.98912 4.46726
43 C -0.98624 3.68879 3.98474
44 C -0.15704 3.30030 2.94141
45 C 0.73025 4.20873 2.38004
46 C 0.78790 5.50846 2.86432
47 C -0.04090 5.89844 3.90744
48 H -1.57260 5.29356 5.28150
49 H -1.67571 2.97978 4.42523
50 H -0.19904 2.28436 2.56626
51 H 1.37557 3.90534 1.56632
52 H 1.48005 6.21827 2.42921
53 H 0.00445 6.91161 4.28513

## Properties
Charge: +1

---

Table of frontier orbital gap (eV), in record order: 9.0691, 7.2206